# C5H13N2

An isolated ion of composition C5H13N2 and charge +1 at a distorted geometry (the ωB97M-V functional and the def2-TZVPD basis, the OMol25 dataset).

The value obtained for the total energy is -8367.183 eV. The value obtained for the HOMO energy is -0.4855 hartree. The total charge is +1. As for the SMILES: C=CC[C@@H]([NH3+])CN. The HOMO-LUMO gap comes out at 9.56 eV.

Cartesian coordinates (Å):
C (1.3197, -2.4136, 0.3133)
C (0.0134, -2.0045, 0.3187)
C (-0.7703, -1.1093, -0.5797)
C (-0.6422, 0.3801, -0.1700)
N (-0.4496, 0.4508, 1.4307)
C (0.3538, 1.3110, -0.9002)
N (0.5120, 2.6989, -0.4639)
H (1.9700, -1.9357, -0.5584)
H (1.6069, -3.1249, 1.0111)
H (-0.6338, -2.6077, 0.9361)
H (-1.8381, -1.2383, -0.6164)
H (-0.3276, -1.1609, -1.6503)
H (-1.6528, 0.7467, -0.4411)
H (-0.9467, -0.3978, 1.9374)
H (0.5889, 0.4770, 1.5355)
H (-1.0980, 1.2676, 1.8106)
H (-0.0045, 1.4101, -1.9386)
H (1.3319, 0.7863, -0.7759)
H (-0.4022, 3.1267, -0.2275)
H (1.0693, 3.3377, -0.9713)

Atomic forces in eV per Å
C -1.999 3.895 -3.756
C 1.108 -2.289 0.117
C 2.727 1.533 -2.045
C -1.530 1.150 0.303
N -3.455 0.130 -0.137
C 1.094 -0.127 -0.337
N -2.430 -0.867 2.902
H -0.846 -1.373 2.307
H 1.003 -1.136 0.905
H -0.114 0.019 0.729
H -0.147 -0.994 0.035
H -0.954 -0.002 1.520
H 0.413 0.423 1.014
H 1.938 1.644 -1.471
H -1.118 0.280 0.837
H 2.716 -1.421 -0.867
H 0.342 -1.271 0.078
H -0.366 0.491 -0.774
H 1.009 -0.186 -0.489
H 0.610 0.100 -0.871

Here are the Mulliken charges for atoms 1 to 6, given in e: atom 1 (C): -0.75, atom 2 (C): -0.39, atom 3 (C): -0.50, atom 4 (C): -0.13, atom 5 (N): -0.36, atom 6 (C): -0.63